# C4H7NO2

A single C4H7NO2 molecule (ωB97M-V with the def2-TZVPD basis set, OMol25).

The geometry in XYZ format:
```
14
C4H7NO2 | OMol25 | ωB97M-V with the def2-TZVPD basis set
O 2.02351 1.53342 0.22813
N 1.77677 0.25702 -0.29930
C 0.54996 -0.00481 -0.40584
C -0.04723 -1.35904 -0.64477
C -1.30422 -0.83957 0.11165
C -0.76365 0.61958 0.02221
O -0.75376 1.36237 1.21093
H 2.94356 1.36057 0.46016
H 0.52107 -2.16813 -0.17895
H -0.19870 -1.58311 -1.70260
H -1.32264 -1.16055 1.15711
H -2.26475 -1.04613 -0.36709
H -1.24240 1.17588 -0.80148
H 0.08246 1.85249 1.20985
```

HOMO: -9.87 eV
ΔE to the lowest compared entry with this formula, charge and spin: 323.4 kJ/mol
net charge: 0
structure (SMILES): O/N=C1/CC[C@H]1O
energy: -361.757691 Ha


# C11H8LuNO5

A molecular structure, C11H8LuNO5 (ωB97M-V with the def2-TZVPD basis set, OMol25).

The geometry in XYZ format:
```
26
C11H8LuNO5 | OMol25 | ωB97M-V with the def2-TZVPD basis set
O -0.60519 3.24962 -3.38040
C -0.23001 2.50561 -2.56250
Lu 0.41247 0.92124 -0.88871
O -2.62523 -0.04766 -1.99311
C -1.58872 0.32226 -1.64320
C 1.17647 3.07783 -1.99675
O 1.78321 2.49738 -1.02282
C -1.25512 2.65623 -0.46817
O -1.96755 3.53704 -0.36761
C 1.03536 -0.00063 -3.12682
O 1.30094 -0.37437 -4.17446
H 1.61893 3.98773 -2.46949
N 1.36048 0.11480 1.10299
C 0.60545 -0.99454 1.62711
C 0.94171 -2.20870 1.03191
C 0.06506 -3.26303 1.26433
C -1.12411 -2.96673 1.97223
C -1.42839 -1.71141 2.56185
C -0.52045 -0.66122 2.37831
H 2.35271 -0.11654 0.94854
H 1.33441 0.87428 1.77985
H 1.93468 -2.33110 0.57003
H 0.34707 -4.26570 0.94891
H -1.88706 -3.74695 2.06742
H -2.35138 -1.44604 3.11775
H -0.68573 0.39060 2.72283
```

HOMO: -15.75 eV
ΔE to the lowest compared entry with this formula, charge and spin: 24.6 kJ/mol
net charge: +2
energy: -2089.759477 Ha


# C38H103N7O12

10 unconnected molecules or ions with the total composition C38H103N7O12 (ωB97M-V with the def2-TZVPD basis set, OMol25).

The geometry in XYZ format:
```
160
C38H103N7O12 | OMol25 | ωB97M-V with the def2-TZVPD basis set
C -19.76449 21.97051 -16.67155
C -19.19264 23.35254 -16.10784
O -19.80750 24.46824 -16.71055
H -19.24936 21.21176 -16.08246
H -19.56641 21.84311 -17.73580
H -20.80806 21.68339 -16.54263
H -18.12913 23.48230 -16.30834
H -19.35376 23.41300 -15.03151
H -19.37612 24.63601 -17.55160
C -19.73450 10.23376 -20.15428
C -18.90679 9.36853 -21.12457
O -19.73450 9.10665 -22.18526
H -20.09743 11.16243 -20.59467
H -19.20413 10.50738 -19.24217
H -20.64676 9.73578 -19.82581
H -18.72760 8.39595 -20.66622
H -17.95401 9.81724 -21.40558
H -20.16084 8.25075 -22.10006
C -17.11518 14.80720 -6.00882
C -15.71154 15.27156 -6.47100
O -14.89056 14.23413 -6.83586
H -17.68610 15.66544 -5.65447
H -17.07898 14.05998 -5.21607
H -17.59892 14.37138 -6.88299
H -15.29223 15.81331 -5.62318
H -15.76844 15.94701 -7.32459
H -15.04276 14.03378 -7.76230
C -28.25776 9.24266 -14.26671
O -29.64985 9.15943 -13.93104
C -30.24209 10.36507 -13.68495
C -31.75184 10.24091 -13.33083
N -32.06064 9.16244 -12.41929
C -31.51675 9.42411 -11.11186
C -31.60462 8.16634 -10.27833
O -30.64094 7.18997 -10.74166
C -30.94469 5.92483 -10.17318
H -28.08292 10.00263 -15.02827
H -27.89996 8.26741 -14.59680
H -27.80926 9.51687 -13.31184
H -30.12632 10.99867 -14.56429
H -29.84166 10.86659 -12.80391
H -32.35097 10.05366 -14.22194
H -32.19190 11.15742 -12.93783
H -31.38213 8.42408 -12.53986
H -31.94233 10.33466 -10.69010
H -30.44531 9.58731 -11.22794
H -32.64094 7.84748 -10.39010
H -31.44958 8.38766 -9.22236
H -31.29133 5.93410 -9.13981
H -30.07145 5.28317 -10.29071
H -31.70830 5.43173 -10.77473
C -7.01263 15.03945 -15.60612
O -7.79556 16.18356 -15.58557
C -9.22379 15.91687 -15.52506
C -10.03498 17.19197 -15.11248
N -10.24217 17.47339 -13.70100
C -8.94458 17.60519 -12.97606
C -9.22434 17.73282 -11.50816
O -9.79492 19.01165 -11.31001
C -10.00962 19.32628 -9.96567
H -7.45416 14.33260 -14.90361
H -5.98277 15.29493 -15.35671
H -6.90962 14.46255 -16.52518
H -9.39227 15.15689 -14.76208
H -9.57983 15.46218 -16.44950
H -11.03192 17.14028 -15.55013
H -9.69943 18.10812 -15.59847
H -10.71299 18.36370 -13.62506
H -8.33536 18.45163 -13.29306
H -8.23813 16.77712 -13.03368
H -8.25526 17.85732 -11.02495
H -9.80393 16.87980 -11.15526
H -10.38949 20.34635 -9.90863
H -9.11940 19.41585 -9.34311
H -10.71252 18.63936 -9.49432
C -19.02462 21.71376 -6.57400
C -18.67527 21.31915 -8.04502
C -19.84961 20.61694 -8.70334
O -21.12548 21.29165 -8.43487
C -22.25193 20.89107 -9.28134
N -18.51063 22.58165 -8.75919
H -18.43316 22.57496 -6.26316
H -18.80147 20.89533 -5.88955
H -20.04505 22.06114 -6.41235
H -17.77014 20.71457 -8.10272
H -19.90251 19.60483 -8.30217
H -19.78400 20.41018 -9.77154
H -22.52033 19.86768 -9.01915
H -22.04227 21.02604 -10.34243
H -23.13350 21.43803 -8.94703
H -18.07041 23.23191 -8.12400
H -19.46274 22.91623 -8.79963
C -12.30683 7.44369 -16.93380
C -10.85065 7.29975 -16.36325
C -10.76066 6.99580 -14.82098
O -10.99502 8.13685 -14.03279
C -10.81742 7.97664 -12.62324
N -10.13015 6.38624 -17.10046
H -12.74324 8.33188 -16.47689
H -12.88704 6.58103 -16.60630
H -12.33631 7.49806 -18.02205
H -10.34588 8.25885 -16.47920
H -9.76009 6.58148 -14.69732
H -11.43144 6.17457 -14.56853
H -10.67345 8.97206 -12.20311
H -9.89556 7.41642 -12.46696
H -11.61478 7.46835 -12.08106
H -9.15140 6.33476 -16.85654
H -10.55390 5.47238 -17.02696
C -17.03700 11.65145 -13.40491
C -16.42696 13.04191 -13.64773
C -17.34163 14.30635 -13.37057
O -18.49390 14.35782 -14.14439
C -19.64958 13.91001 -13.43830
N -15.26174 13.14296 -12.82106
H -17.86757 11.48529 -14.09095
H -17.28033 11.59381 -12.34398
H -16.30903 10.87137 -13.62774
H -16.15394 13.12846 -14.69943
H -16.74886 15.18884 -13.61122
H -17.49205 14.43517 -12.29871
H -19.87274 14.48616 -12.54033
H -19.65719 12.89147 -13.05019
H -20.48553 14.01341 -14.13012
H -14.68243 12.31683 -12.86592
H -14.70173 13.89143 -13.20352
C -15.22677 15.43754 -24.39821
C -14.28447 16.53474 -24.03614
C -14.38883 16.89278 -22.55716
O -15.74184 17.26058 -22.23316
C -16.17477 16.55459 -21.08458
N -12.89452 16.18236 -24.40024
H -14.73288 14.60083 -23.90415
H -15.16710 15.26456 -25.47274
H -16.24622 15.69046 -24.10691
H -14.51956 17.46880 -24.54638
H -13.75848 17.75489 -22.33913
H -14.01483 16.07527 -21.94080
H -17.25440 16.52930 -20.93681
H -15.71031 16.86322 -20.14801
H -16.00974 15.48987 -21.24959
H -12.18741 16.80712 -24.04002
H -12.67638 15.27365 -24.01712
C -22.81168 7.56313 -9.37051
C -24.12169 7.16999 -10.13374
C -23.94164 6.05740 -11.21876
O -22.96111 6.36623 -12.18409
C -22.84360 5.38130 -13.20706
N -25.03239 6.74571 -9.02985
H -22.20838 8.22022 -9.99690
H -22.18078 6.69685 -9.17147
H -22.94287 8.04264 -8.40048
H -24.47395 8.09841 -10.58324
H -24.91091 5.83733 -11.66618
H -23.65612 5.08536 -10.81661
H -22.23139 5.72483 -14.04089
H -23.79369 5.14977 -13.68854
H -22.31175 4.50857 -12.82816
H -25.90888 6.68039 -9.52745
H -24.90851 5.75739 -8.86260
```

HOMO: -8.88 eV
ΔE to the lowest compared entry with this formula, charge and spin: 143.1 kJ/mol
net charge: 0
structure (SMILES): COC[C@H](C)N.COC[C@H](C)N.COC[C@H](C)N.COC[C@H](C)N.COC[C@H](C)N.COCCNCCOC.COCCNCCOC.CCO.CCO.CCO
energy: -2795.387729 Ha